Record 1
A molecular structure, C45H52BCl2GeIrN6O2S3 at a distorted geometry. Source: the Open Molecules 2025 dataset; level of theory: ωB97M-V/def2-TZVPD.

Positions of all 113 atoms, in Å:
Ir: -0.150512 -0.307839 0.198257
C: 4.550776 1.600257 1.616663
C: 4.331306 0.094944 1.451831
C: 3.801228 -0.264019 0.061375
C: 5.669396 -0.613340 1.660152
N: 3.359788 -0.345598 2.466364
C: 3.604796 -1.253940 3.460402
C: 2.479585 -1.363047 4.204241
N: 1.530639 -0.531182 3.679221
B: 0.109303 -0.497348 4.279752
N: -0.702946 -1.731321 3.830823
C: -1.773572 -2.166427 4.556090
C: -2.318659 -3.229121 3.919433
N: -1.580841 -3.461873 2.793954
C: -0.604723 -2.524321 2.748179
S: 0.590387 -2.396408 1.529669
C: -1.792493 -4.565011 1.844962
C: -2.030956 -3.987698 0.448417
C: -3.022221 -5.373311 2.252141
C: -0.559960 -5.472275 1.882425
N: -0.624713 0.806328 3.901559
C: -0.357855 1.978587 4.547121
C: -1.095082 2.960958 3.977103
N: -1.826214 2.398479 2.968235
C: -1.516629 1.081760 2.931455
S: -2.168837 -0.052573 1.830240
C: -2.836385 3.080666 2.142613
C: -2.481119 2.934523 0.660605
C: -4.197868 2.463894 2.473780
C: -2.869373 4.569292 2.484622
C: 2.081062 0.075209 2.611951
S: 1.274941 1.205288 1.606801
H: 5.248569 1.956030 0.862901
H: 4.965373 1.809811 2.600969
H: 3.617733 2.146597 1.512791
H: 4.534078 0.007603 -0.694182
H: 2.875188 0.259834 -0.167433
H: 3.606215 -1.333114 -0.002639
H: 6.370970 -0.245756 0.916444
H: 5.576196 -1.687329 1.527074
H: 6.088407 -0.400586 2.640463
H: 4.540759 -1.754960 3.569591
H: 2.275506 -1.971164 5.058736
H: 0.213580 -0.541213 5.461868
H: -2.063452 -1.692590 5.469976
H: -3.169654 -3.814406 4.193462
H: -2.825875 -3.243830 0.475835
H: -2.319643 -4.787142 -0.228259
H: -1.132567 -3.519723 0.059722
H: -3.918491 -4.759645 2.233808
H: -2.902423 -5.821691 3.234185
H: -3.154704 -6.178186 1.535813
H: 0.329715 -4.935195 1.566975
H: -0.709022 -6.314425 1.213652
H: -0.399563 -5.851606 2.889829
H: 0.329596 2.024541 5.366820
H: -1.141367 3.998247 4.223123
H: -2.584748 1.913441 0.303830
H: -1.454331 3.255439 0.486288
H: -3.141254 3.560924 0.065871
H: -4.221305 1.406935 2.222659
H: -4.977298 2.968477 1.910647
H: -4.408951 2.574089 3.536142
H: -1.910768 5.040006 2.282284
H: -3.151909 4.734755 3.520841
H: -3.617180 5.045855 1.857446
Cl: -4.278027 -3.191361 -5.610736
C: -3.586128 -2.407466 -4.237167
C: -4.329926 -1.418537 -3.576708
C: -3.791215 -0.768445 -2.501484
Cl: -4.686447 0.448926 -1.684070
C: -2.455619 -1.024582 -2.027718
O: -1.992658 -0.316965 -1.091162
C: -1.742180 -2.069355 -2.709038
C: -0.407635 -2.409661 -2.328695
O: 0.283085 -1.922699 -1.433646
C: -2.327020 -2.733850 -3.802913
H: -5.323320 -1.169661 -3.917764
H: 0.045488 -3.219859 -2.925524
H: -1.769565 -3.506043 -4.307850
C: 1.814082 3.270018 -1.057232
Ge: 0.680707 1.756651 -1.802483
C: -0.937175 2.730612 -2.534621
C: -1.065643 4.088331 -2.264823
C: -2.187269 4.788982 -2.671254
C: -3.207398 4.142179 -3.344575
C: -3.085402 2.794938 -3.628541
C: -1.963080 2.097029 -3.220908
C: 1.584971 0.745065 -3.307759
C: 0.728532 -0.136913 -3.936539
C: 1.172399 -1.106438 -4.836105
C: 2.508462 -1.228457 -5.104042
C: 3.427781 -0.327766 -4.533535
C: 4.799456 -0.405770 -4.855942
C: 5.694110 0.498001 -4.349201
C: 5.241103 1.523610 -3.511500
C: 3.915001 1.613851 -3.170639
C: 2.966994 0.685968 -3.642535
H: 2.059122 3.962325 -1.859795
H: 2.731057 2.910300 -0.602125
H: 1.262153 3.806348 -0.290373
H: -0.283135 4.616347 -1.740872
H: -2.264971 5.843145 -2.451574
H: -4.092862 4.683341 -3.642882
H: -3.869706 2.277870 -4.158780
H: -1.906727 1.043381 -3.444724
H: -0.325748 -0.085154 -3.719759
H: 0.455968 -1.767732 -5.300953
H: 2.876165 -1.998347 -5.766366
H: 5.127552 -1.190733 -5.522217
H: 6.740978 0.434155 -4.609857
H: 5.947073 2.252627 -3.138769
H: 3.576987 2.428243 -2.552212

Forces on the atoms, in the same order (eV/Å):
Ir -2.033 -0.442 0.227
C -0.060 -0.044 0.028
C 0.403 0.377 -0.667
C -0.067 0.047 0.029
C -0.219 0.026 0.077
N -0.759 -0.132 0.570
C -0.114 -0.307 0.389
C 0.317 -0.097 -0.035
N 0.731 0.220 -0.176
B -0.085 -0.005 -0.522
N 0.015 -0.635 -0.129
C -0.331 -0.243 0.082
C -0.256 0.260 0.573
N 0.341 0.751 0.307
C 0.189 0.056 0.150
S 0.183 1.340 -1.170
C 0.026 -0.542 -0.611
C 0.084 0.009 -0.009
C 0.156 0.173 0.044
C -0.089 0.089 0.005
N -0.498 0.407 -0.133
C -0.030 0.366 0.144
C 0.354 0.034 0.374
N 0.572 -0.670 0.338
C -0.146 -0.085 0.282
S 1.744 -0.190 -1.640
C -0.627 0.234 -0.556
C -0.010 -0.117 0.029
C 0.084 0.020 -0.013
C 0.087 -0.255 0.068
C -0.035 -0.014 0.152
S -1.105 -0.546 -1.420
H 0.090 0.000 -0.075
H 0.080 0.035 0.080
H 0.046 0.054 -0.050
H 0.115 -0.011 -0.056
H 0.041 0.007 0.005
H 0.025 -0.125 -0.035
H -0.003 0.042 -0.075
H 0.023 -0.166 -0.003
H 0.065 0.003 0.111
H 0.188 -0.074 0.040
H -0.005 -0.153 0.234
H 0.008 0.025 0.319
H -0.084 0.103 0.198
H -0.087 -0.130 0.041
H -0.125 0.041 -0.020
H -0.090 -0.111 -0.054
H -0.031 0.002 -0.018
H -0.162 0.047 0.026
H -0.024 -0.069 0.140
H 0.020 -0.051 -0.077
H 0.045 -0.045 -0.044
H -0.027 -0.120 -0.081
H -0.013 -0.070 0.088
H 0.128 0.028 0.137
H -0.047 0.213 0.047
H -0.018 0.050 -0.040
H 0.071 0.087 0.002
H -0.045 0.118 -0.039
H -0.077 0.013 -0.053
H -0.086 0.072 -0.077
H -0.053 0.048 0.092
H 0.113 0.115 -0.002
H -0.009 0.082 0.137
H -0.045 0.000 -0.054
Cl -0.062 -0.115 -0.124
C 0.372 -0.070 0.131
C 0.211 -0.030 0.138
C 0.366 -0.057 0.081
Cl -0.237 0.119 0.164
C -0.200 -0.920 -1.114
O 1.257 0.604 1.567
C -0.435 0.748 0.387
C -0.116 -0.250 -0.242
O 0.610 0.623 0.459
C -0.316 0.022 -0.071
H -0.072 0.012 -0.013
H 0.025 0.015 0.129
H 0.106 -0.145 -0.112
C -0.454 -0.907 0.166
Ge 0.250 0.856 -0.596
C 0.582 -0.808 0.699
C 0.234 0.033 0.064
C -0.002 0.163 0.024
C -0.064 0.053 -0.017
C -0.012 -0.067 -0.104
C -0.001 -0.173 -0.094
C -0.868 -0.272 0.762
C 0.076 0.645 0.377
C 0.335 -0.298 -0.383
C -0.418 -0.033 0.048
C -0.046 0.214 0.166
C 0.241 0.175 0.116
C -0.056 -0.379 -0.263
C -0.284 0.222 0.257
C 0.378 0.134 0.113
C 0.177 -0.103 -0.076
H -0.092 -0.055 -0.209
H 0.065 -0.123 0.006
H -0.126 0.023 0.080
H 0.031 0.070 0.087
H -0.005 0.117 0.008
H -0.057 0.056 -0.049
H -0.104 -0.062 -0.060
H -0.051 -0.033 -0.017
H -0.139 -0.076 0.024
H -0.068 -0.074 -0.076
H 0.011 -0.069 -0.094
H 0.036 -0.052 -0.073
H 0.039 -0.007 -0.011
H -0.006 0.078 0.024
H 0.044 0.051 0.094

Computed properties:
HOMO (alpha / beta) in eV: -9.726 / -10.056
Lowest unoccupied orbital energy (alpha / beta) in eV: -3.9 / -4.5
HOMO-LUMO gap (alpha / beta) in eV: 5.784 / 5.576
Net charge: +1
Multiplicity: 2
DFT total energy in eV: -178124.92750

***

Record 2
A molecular structure, C40H35N5O5P2SSbSe4Tc at a distorted geometry. Source: the Open Molecules 2025 dataset; level of theory: ωB97M-V/def2-TZVPD.

Positions of all 94 atoms, in Å:
Tc: -1.559317 1.307026 2.362826
Se: -3.552141 2.805178 -0.258932
Sb: -2.823124 3.791266 1.972060
Se: -3.669916 1.899656 3.346530
Se: 0.071968 3.071440 1.551796
Se: -0.715223 4.343495 3.412740
C: 1.620513 -1.970948 2.534453
N: 0.457452 -1.875020 1.619498
P: 0.709453 -2.460308 -0.056951
C: 1.942603 -3.771660 0.066483
C: 1.638867 -4.992007 0.686953
C: 2.636664 -5.980100 0.772696
C: 3.872151 -5.848486 0.165784
C: 4.131877 -4.653309 -0.520461
C: 3.227493 -3.574316 -0.488372
C: -0.366162 -3.275258 -1.281036
C: -1.191591 -4.422263 -0.948028
C: -1.819760 -5.183688 -1.951706
C: -1.743413 -4.831839 -3.293711
C: -0.929429 -3.807513 -3.657108
C: -0.262997 -3.013691 -2.675196
P: -1.035890 -1.095690 2.268995
C: -1.428438 -1.959133 3.830253
C: -1.042765 -3.287982 4.095816
C: -1.581512 -3.987014 5.207081
C: -2.308079 -3.322378 6.167230
C: -2.604713 -1.961924 5.968727
C: -2.185220 -1.310667 4.785516
C: -2.620297 -1.394483 1.512323
C: -3.384674 -0.330431 0.982518
C: -4.685181 -0.610561 0.568736
C: -5.230850 -1.903589 0.753068
C: -4.443095 -2.954661 1.149319
C: -3.101825 -2.720636 1.483894
H: 1.801224 -2.994374 2.858663
H: 1.328341 -1.331943 3.391096
H: 2.549158 -1.520566 2.185595
H: 0.666781 -5.228237 1.115041
H: 2.330489 -6.864655 1.313375
H: 4.657432 -6.603422 0.286568
H: 5.104976 -4.527090 -0.989981
H: 3.488182 -2.668152 -1.018456
H: -1.320487 -4.726742 0.104328
H: -2.460075 -6.014947 -1.627380
H: -2.392091 -5.341231 -4.059623
H: -0.853931 -3.441660 -4.692356
H: 0.377379 -2.190351 -3.030449
H: -0.371891 -3.773016 3.391499
H: -1.314020 -5.035079 5.326867
H: -2.721326 -3.764799 7.078891
H: -3.179705 -1.440467 6.717769
H: -2.460077 -0.262177 4.606631
H: -2.930999 0.687158 0.884769
H: -5.274100 0.219890 0.165659
H: -6.303441 -2.058657 0.502959
H: -4.882358 -3.941294 1.312126
H: -2.439684 -3.515063 1.789795
C: 5.003444 6.577468 -2.624814
C: 3.493654 6.624003 -2.682803
C: 2.767942 7.262744 -1.671750
C: 1.379233 7.167130 -1.717216
C: 0.747694 6.450900 -2.712514
C: 1.448098 5.929199 -3.803277
C: 2.814293 6.009909 -3.774876
S: -0.969176 5.902009 -2.535727
O: -1.678212 6.572586 -1.431123
O: -1.576825 5.997502 -3.830002
N: -0.628277 4.340648 -2.063631
C: -0.208583 3.451167 -3.156251
C: -0.773776 2.014068 -3.129991
C: -0.394487 1.176082 -1.944584
O: 0.856897 0.506266 -2.234736
O: -1.021732 0.897730 -0.910646
H: 5.512830 7.259564 -1.949478
H: 5.445065 6.782673 -3.603578
H: 5.246968 5.507989 -2.370622
H: 3.237724 7.811604 -0.864512
H: 0.757417 7.706826 -0.991818
H: 0.964623 5.600375 -4.731866
H: 3.376940 5.468622 -4.536392
H: -1.353750 3.953799 -1.443028
H: 0.877819 3.409052 -3.123162
H: -0.490501 3.945817 -4.093934
H: -0.408777 1.527783 -4.059266
H: -1.863024 2.068537 -3.093924
N: 1.348552 -1.171904 -0.748381
C: 1.537712 -0.000835 -1.169042
C: 2.483171 0.885324 -0.540623
C: 3.240128 0.426117 0.543073
N: 3.864886 0.055842 1.451597
C: 2.843159 2.095596 -1.211178
N: 3.069715 3.163499 -1.617906
O: 0.116230 1.061315 4.808809
C: -0.490277 1.181362 3.821995

Forces on the atoms, in the same order (eV/Å):
Tc 3.124 -0.355 -0.765
Se 0.154 0.624 -0.221
Sb -1.231 -0.032 -0.889
Se -1.421 0.023 1.669
Se 0.093 0.239 0.297
Se 1.194 0.399 0.010
C -0.577 0.585 0.703
N -2.049 -1.732 -2.354
P 1.709 3.292 0.735
C 0.795 -0.005 0.298
C 1.074 -0.060 -0.282
C -1.204 0.093 0.127
C 0.120 0.749 -0.026
C 0.044 0.320 0.647
C -0.340 -1.381 -0.341
C -2.255 -1.973 -0.631
C 0.655 0.553 -0.480
C -0.255 0.282 1.427
C -1.116 -1.101 -0.580
C 0.958 2.270 0.299
C 0.368 0.043 0.424
P 0.460 2.240 0.524
C 1.203 -1.545 0.438
C -0.909 0.070 0.355
C 1.411 -0.027 -0.910
C -0.911 1.328 0.240
C 0.597 -0.440 -1.127
C -0.843 0.557 1.143
C -0.355 -2.039 -1.829
C 0.588 -0.955 0.106
C -0.107 0.043 0.330
C -0.758 1.368 -0.958
C 0.739 -0.697 0.695
C -0.899 1.078 -0.127
H -0.081 -0.020 0.133
H 0.230 -0.509 -0.113
H -0.282 -0.095 -0.530
H 0.150 0.319 -0.040
H 0.375 -0.246 0.010
H -0.470 0.216 -0.247
H -0.209 0.092 0.011
H -0.149 0.174 0.241
H 0.026 0.247 -0.682
H 0.319 0.371 -0.222
H 0.942 0.391 0.923
H -0.019 -0.446 0.507
H -0.423 -0.358 0.338
H -0.150 -0.213 0.121
H -0.078 0.144 0.047
H 0.384 -0.275 -0.446
H -0.025 0.222 -0.044
H 0.059 -0.469 0.191
H -1.108 -1.116 -0.699
H 0.114 -0.370 0.200
H 0.908 0.066 0.240
H 0.183 0.193 -0.282
H -0.128 -0.203 0.219
C 0.098 -1.384 -0.495
C 0.115 0.338 -0.117
C -0.398 -0.438 -1.080
C -0.494 0.398 0.603
C -0.925 -0.286 -0.207
C -0.188 0.604 -0.315
C 1.101 0.068 0.991
S -0.488 1.335 2.337
O 1.635 -1.203 -1.507
O 0.031 -0.427 -0.654
N -0.852 0.087 -0.233
C 0.434 0.153 0.115
C -0.418 0.564 0.018
C -0.586 -2.154 2.706
O -1.241 1.079 -0.172
O 2.434 1.074 -3.656
H -0.424 -0.030 0.399
H -0.128 -0.154 -0.083
H 0.145 1.022 -0.076
H 0.137 -0.086 -0.132
H 0.244 -0.584 -0.058
H -0.060 -0.255 0.775
H 0.076 0.463 0.058
H -0.059 0.269 -0.005
H 0.188 -0.157 -0.092
H -0.089 -0.566 -0.017
H -0.312 0.123 0.672
H -0.042 -0.054 -0.220
N -0.885 -3.802 0.586
C 1.570 2.508 1.540
C -1.059 -0.592 -2.259
C 0.883 -0.318 1.265
N -0.470 0.301 -0.933
C -0.164 1.431 0.477
N -0.054 -1.356 0.071
O 0.158 -0.009 -0.502
C -0.535 0.114 1.373

Computed properties:
HOMO (alpha / beta) in eV: -3.426 / -3.935
Lowest unoccupied orbital energy (alpha / beta) in eV: 1.0 / 1.0
HOMO-LUMO gap (alpha / beta) in eV: 4.463 / 4.953
Net charge: -1
Multiplicity: 4
DFT total energy in eV: -359269.47430